Density functional theory data (wB97M-V/def2-TZVPD) for one molecule with the formula C18H22N2O3S2 in a non-equilibrium geometry.

Relative energy (zero: lowest compared OMol25 entry of this formula, charge and spin) in kJ/mol: 42.4
LUMO energy in eV: 0.442
2S+1: 1
Frontier orbital gap in hartree: 0.3267
SMILES: Cc1ccc(NC(=O)C2CCN(S(=O)(=O)c3cccs3)CC2)cc1C
E_HOMO in hartree: -0.3104

The geometry in XYZ format:
```
47
Properties=species:S:1:pos:R:3:forces:R:3:nbo_charge:R:1
C 1.585553 0.846309 5.623999 0.044 -0.008 -0.053 -0.628
C 1.531058 0.499394 4.168218 -0.110 -0.020 -0.026 -0.062
C 0.317743 0.228790 3.552897 0.258 0.042 0.033 -0.183
C 0.232399 -0.095750 2.211690 -0.138 -0.047 -0.158 -0.246
C 1.393883 -0.154487 1.453627 -0.131 0.044 0.277 0.147
C 2.616463 0.118257 2.060498 -0.116 -0.017 0.016 -0.261
C 2.701173 0.442705 3.403888 -0.109 -0.035 -0.119 0.087
C 4.033306 0.729550 4.025622 -0.050 -0.007 -0.014 -0.648
H 4.231731 0.036338 4.842192 0.084 -0.012 0.083 0.218
H 4.053726 1.738061 4.436994 0.077 0.063 0.066 0.219
H 4.831361 0.638680 3.293352 0.077 0.006 -0.009 0.214
H 3.522097 0.075440 1.468919 0.116 -0.006 -0.057 0.194
N 1.403324 -0.465369 0.084868 0.491 0.118 0.109 -0.602
C 0.365355 -0.821406 -0.711994 0.178 -0.271 -0.470 0.696
O -0.771472 -0.986704 -0.326193 0.042 -0.050 0.172 -0.619
C 0.776094 -0.982368 -2.184630 -0.120 -0.038 0.022 -0.307
C -0.357960 -1.663787 -2.971985 -0.088 0.039 -0.065 -0.436
C -0.842112 -0.808204 -4.142778 0.028 -0.701 -0.174 -0.228
N -1.143633 0.547398 -3.754800 -1.032 0.310 0.125 -0.676
S -2.729100 0.943837 -3.480959 -0.023 -0.108 -0.264 2.352
O -3.512952 0.271100 -4.473565 0.098 -0.271 0.177 -0.938
O -2.783729 2.370805 -3.384381 0.257 -0.017 0.341 -0.934
C -3.182454 0.279742 -1.900295 0.198 0.526 -0.352 -0.574
C -3.772606 -0.921596 -1.653579 0.065 0.054 -0.247 -0.204
C -4.003269 -1.130908 -0.278684 0.037 0.031 0.080 -0.257
C -3.584292 -0.084020 0.480761 0.206 0.381 -0.266 -0.386
S -2.903191 1.175967 -0.464776 -0.411 -0.256 0.158 0.514
H -3.630362 0.018941 1.546603 -0.029 0.014 0.241 0.237
H -4.457033 -2.018865 0.122211 -0.088 -0.131 0.097 0.228
H -4.033875 -1.609212 -2.436861 -0.086 -0.129 -0.163 0.240
C -0.181137 1.225522 -2.908517 0.381 0.697 0.227 -0.229
C 1.094687 0.404534 -2.766165 -0.196 -0.044 -0.033 -0.404
H 1.568453 0.291611 -3.742215 0.077 0.019 0.016 0.214
H 1.786904 0.946244 -2.118659 0.001 0.031 -0.104 0.219
H 0.033080 2.204182 -3.350352 0.054 -0.077 0.190 0.218
H -0.615203 1.400138 -1.915695 0.172 0.031 0.001 0.199
H -0.088283 -0.784577 -4.938151 -0.143 -0.004 0.006 0.191
H -1.762876 -1.211707 -4.564659 0.217 -0.149 -0.114 0.247
H -1.191263 -1.827060 -2.283961 0.101 -0.047 -0.100 0.248
H -0.036076 -2.634263 -3.350042 -0.003 -0.026 0.002 0.217
H 1.683881 -1.594616 -2.215918 -0.052 0.047 0.039 0.220
H 2.318148 -0.415369 -0.342714 -0.233 -0.038 -0.039 0.395
H -0.720288 -0.303678 1.756790 -0.033 -0.025 -0.037 0.250
H -0.590177 0.272899 4.136718 -0.096 0.005 0.076 0.207
H 2.024046 1.833280 5.768228 0.029 0.072 0.111 0.216
H 0.588714 0.844763 6.056654 -0.039 0.012 0.069 0.217
H 2.200165 0.129457 6.167800 0.036 -0.008 0.129 0.215
```
Forces are in eV/Å.

Density functional theory data (wB97M-V/def2-TZVPD) for C18H22N2O4S2 as an isolated structure in a non-equilibrium geometry.

Relative energy (zero: lowest compared OMol25 entry of this formula, charge and spin) in kJ/mol: 1812.5
LUMO energy in eV: -0.018
2S+1: 1
Frontier orbital gap in hartree: 0.3092
E_HOMO in hartree: -0.3099

The geometry in XYZ format:
```
48
Properties=species:S:1:pos:R:3:forces:R:3:nbo_charge:R:1
C 7.588977 2.685961 -0.190810 6.358 -6.027 -3.455 -0.188
H 7.893001 2.429881 -1.326464 -0.507 0.463 1.884 0.123
O 6.335288 2.620402 0.015538 -8.513 -4.203 1.232 -0.489
C 5.661985 1.269670 -0.102064 -0.621 -1.899 -1.263 0.308
C 4.293874 1.037015 0.097178 1.703 9.409 3.563 -0.268
C 3.534977 -0.094632 0.218182 -5.727 7.448 3.476 0.166
N 2.193935 -0.160537 0.673179 5.573 7.130 0.231 -0.450
C 1.625318 -1.142629 0.309895 -4.776 -4.053 0.758 0.165
C 2.174589 -2.355681 -0.068851 4.428 -1.645 -1.165 -0.319
C 3.589895 -2.444979 -0.333341 -5.878 4.771 1.924 0.110
C 4.221047 -0.978472 -0.240325 4.045 -15.945 -5.119 -0.087
C 5.535810 -0.957963 -0.687976 -1.280 -10.831 -1.961 -0.210
C 6.314082 -0.034496 -0.610868 6.302 14.179 2.434 -0.235
H 7.358733 0.285063 -0.720406 -0.041 -1.945 -0.710 0.238
H 6.178854 -1.940118 -1.041097 -2.569 1.798 0.819 0.216
C 4.138601 -3.700371 -0.637209 3.771 -2.094 -4.157 -0.646
H 3.532635 -4.651442 -0.698616 0.081 1.608 -0.086 0.249
H 5.000088 -3.969336 -0.018823 0.130 0.240 -0.069 0.239
H 4.707634 -3.455740 -1.836728 -1.616 -1.242 3.373 0.221
H 1.588658 -3.223784 0.117050 -0.387 -0.751 -0.511 0.220
S -0.100949 -1.201626 0.803144 -1.338 1.022 0.623 0.134
C -0.502793 0.673491 1.323347 4.965 -1.659 -7.849 -0.543
H -0.704586 0.825013 2.256649 -1.050 0.528 5.578 0.214
C -1.468150 1.117204 0.338842 6.447 4.862 -7.656 0.620
O -1.074048 1.891334 -1.047127 -1.268 -3.294 6.667 -0.814
N -2.617841 0.749096 0.384298 -8.447 -2.790 1.446 -0.353
C -3.096086 -0.240283 1.541553 -0.841 9.380 1.359 -0.428
H -4.134239 -0.103278 1.478512 -1.230 -1.559 -0.056 0.244
H -2.983048 0.452395 2.581270 0.204 -1.932 -2.540 0.205
H -2.533402 -1.043719 1.647889 1.883 -3.964 -0.035 0.217
C -3.648503 1.247945 -0.671472 -7.689 -14.437 8.316 0.052
C -5.042066 1.509752 -0.191632 1.083 -0.926 4.814 -0.682
H -5.468266 2.314097 -0.671519 -1.245 1.518 -1.272 0.257
H -5.006050 1.744604 0.942705 -0.278 0.073 -1.736 0.232
S -6.069031 -0.050120 -0.173475 -1.569 6.442 -6.009 2.177
O -6.215572 -0.334373 1.172092 -1.689 -1.838 4.203 -0.939
O -7.169870 0.286549 -1.150313 2.163 -1.800 2.605 -0.914
C -4.842370 -0.985113 -0.844125 -2.499 0.959 -9.803 -0.717
C -3.914060 0.074707 -1.657733 0.127 -3.173 13.668 -0.309
H -3.052973 -0.272417 -1.868180 6.101 -3.116 -1.570 0.224
H -4.265414 0.413794 -2.395118 -5.922 4.464 -10.481 0.187
H -4.506310 -1.617927 -0.176630 2.310 -3.177 2.975 0.234
H -5.487457 -1.592158 -1.840655 2.038 1.327 3.305 0.277
H -3.227050 1.843550 -1.099272 8.274 12.712 -8.342 0.193
H 0.470772 1.126375 0.908022 -1.191 -0.441 1.416 0.319
H 3.890724 2.029121 0.557948 -0.068 -1.647 -1.005 0.227
H 7.841112 3.629675 -0.064681 1.784 4.389 0.897 0.188
H 8.308723 1.930149 0.411065 -1.534 1.665 -0.718 0.135
```
Forces are in eV/Å.

Density functional theory data (wB97M-V/def2-TZVPD) for one molecule with the formula C18H22N4O2 in a non-equilibrium geometry.

Relative energy (zero: lowest compared OMol25 entry of this formula, charge and spin) in kJ/mol: 124.0
LUMO energy in eV: 0.612
2S+1: 1
Frontier orbital gap in hartree: 0.3521
SMILES: CCCCc1nc2cc(C(=O)NCCc3cnn(C)c3)ccc2o1
E_HOMO in hartree: -0.3296

The geometry in XYZ format:
```
46
Properties=species:S:1:pos:R:3:forces:R:3:nbo_charge:R:1
C 6.981419 1.169790 0.200865 -0.185 -0.066 0.163 -0.607
C 5.971102 0.382883 1.026986 0.143 -0.094 -0.019 -0.407
C 5.792137 -1.053368 0.537283 -0.099 0.151 0.046 -0.375
H 5.234738 -1.624623 1.283410 0.048 -0.083 -0.009 0.206
H 6.771482 -1.522242 0.421192 0.006 -0.068 0.040 0.204
C 5.051435 -1.147472 -0.807670 0.033 -0.277 0.197 -0.469
C 3.642248 -0.711311 -0.672740 0.052 0.599 -0.185 0.542
N 3.208446 0.501230 -0.661795 0.687 0.145 -0.168 -0.467
C 1.848308 0.403079 -0.476461 -0.641 -0.971 0.119 0.051
C 0.856447 1.364624 -0.376093 0.034 -0.141 -0.003 -0.156
C -0.448828 0.925122 -0.211619 0.158 -0.050 0.130 -0.139
C -0.748079 -0.440456 -0.114382 -0.003 0.142 -0.037 -0.215
C 0.232908 -1.411095 -0.192631 0.368 -0.310 -0.061 -0.253
C 1.527401 -0.967945 -0.384113 -0.463 1.182 0.041 0.295
O 2.683063 -1.665480 -0.509122 0.064 -0.462 0.038 -0.432
H 0.005305 -2.461650 -0.106770 -0.063 -0.107 0.020 0.223
H -1.769280 -0.750087 0.056920 -0.101 -0.019 0.007 0.214
C -1.521678 1.962675 -0.090845 -0.015 -0.210 -0.218 0.667
O -1.346306 3.021130 0.478597 0.112 0.275 0.176 -0.623
N -2.683420 1.636639 -0.703867 -0.265 -0.152 -0.197 -0.614
H -2.780966 0.728708 -1.128823 0.133 0.065 0.034 0.402
C -3.885469 2.424251 -0.571003 -0.056 0.159 0.271 -0.215
H -3.578839 3.431508 -0.282538 -0.076 -0.067 -0.138 0.237
H -4.393128 2.458086 -1.538796 0.032 0.054 0.072 0.194
C -4.822445 1.834804 0.497231 0.126 0.017 -0.203 -0.424
C -5.112438 0.398894 0.216094 0.054 -0.084 0.255 -0.137
C -4.618205 -0.710030 0.872954 -0.131 0.297 -0.150 -0.063
N -5.105643 -1.798647 0.241863 0.072 0.440 0.053 -0.160
N -5.879278 -1.463382 -0.783651 -0.394 -0.496 -0.526 -0.258
C -5.894943 -0.144569 -0.817665 0.215 -0.017 0.285 -0.075
H -6.462262 0.370348 -1.567050 -0.158 0.086 -0.197 0.209
C -4.884198 -3.176325 0.571847 0.054 -0.458 0.122 -0.405
H -5.408347 -3.780039 -0.166013 0.048 0.048 0.055 0.238
H -3.818724 -3.413962 0.545590 -0.061 0.000 -0.019 0.202
H -5.272966 -3.403138 1.566682 0.007 -0.001 -0.066 0.207
H -3.980555 -0.789983 1.731029 0.140 -0.025 0.197 0.218
H -5.748278 2.412987 0.507916 0.011 0.044 0.097 0.220
H -4.344404 1.922971 1.474292 -0.039 0.100 0.005 0.220
H 1.078394 2.417744 -0.423875 0.017 0.145 0.010 0.244
H 5.546888 -0.515042 -1.543054 -0.081 -0.050 -0.071 0.237
H 5.058399 -2.181691 -1.155229 0.047 0.064 -0.091 0.232
H 6.308061 0.353112 2.065680 -0.068 0.018 0.021 0.201
H 5.008868 0.896029 0.997686 0.018 0.008 0.141 0.221
H 7.138903 2.151360 0.640542 0.062 0.119 -0.039 0.214
H 7.938185 0.651975 0.166413 0.131 -0.019 -0.040 0.197
H 6.624522 1.312595 -0.815265 0.028 0.068 -0.160 0.202
```
Forces are in eV/Å.

Density functional theory data (wB97M-V/def2-TZVPD) for C18H22N4O4Y as an isolated structure in a non-equilibrium geometry.

Relative energy (zero: lowest compared OMol25 entry of this formula, charge and spin) in kJ/mol: 78.8
LUMO energy in eV: -3.376
2S+1: 1
Frontier orbital gap in hartree: 0.3006
Charge: +1
E_HOMO in hartree: -0.4246

The geometry in XYZ format:
```
49
Properties=species:S:1:pos:R:3:forces:R:3:nbo_charge:R:1
Y -0.436848 -0.564064 0.262515 -0.456 1.417 -1.586 2.103
N -2.871805 -0.303120 -0.348573 -0.085 -0.093 0.316 -0.893
C -3.661853 -0.393074 0.917578 0.221 0.187 -0.110 -0.300
C -3.024822 -1.468418 1.795056 0.307 -0.231 0.330 0.640
O -3.710101 -2.364422 2.252798 0.065 0.015 0.013 -0.604
N -1.680629 -1.291636 1.936915 -0.266 -0.491 0.340 -0.878
C -0.906476 -2.416343 2.515860 -0.274 -0.121 -0.091 -0.318
C 0.344149 -2.421008 1.630090 -0.367 -0.189 -0.679 0.714
O 1.382845 -1.889535 1.986032 0.157 -0.046 0.285 -0.588
O 0.080283 -2.572208 0.321895 0.287 -0.850 0.925 -0.856
H -3.192523 0.464957 -0.925412 -0.061 0.138 0.003 0.390
H -3.080467 -1.139588 -0.887399 -0.005 -0.072 -0.081 0.389
H -4.705745 -0.640854 0.753397 -0.054 -0.040 -0.074 0.225
H -3.602536 0.574030 1.417064 -0.036 0.032 0.021 0.209
H -1.466816 -3.347982 2.442745 -0.052 -0.017 -0.009 0.246
H -0.613520 -2.244491 3.548574 -0.002 0.048 0.056 0.217
C 3.734595 0.098780 -1.767816 0.040 -0.081 0.011 -0.229
C 4.373066 0.968178 -0.898614 0.142 0.097 -0.001 -0.126
C 3.746750 1.339091 0.279736 0.157 -0.037 -0.020 -0.220
C 2.486400 0.837086 0.546013 -0.224 0.113 0.336 0.203
N 1.843933 0.049778 -0.322544 0.148 0.065 -0.052 -0.543
C 2.467702 -0.340826 -1.437754 0.002 0.189 0.121 0.073
C 1.779644 1.124764 1.839038 0.269 -0.072 -0.560 0.206
C 2.498865 1.322391 2.999158 -0.085 0.088 0.206 -0.217
C 1.803066 1.520230 4.182690 0.146 0.011 0.147 -0.107
C 0.419148 1.526308 4.172036 0.097 0.065 -0.105 -0.238
C -0.216419 1.312407 2.965930 -0.125 0.090 -0.080 0.096
N 0.437687 1.108250 1.816043 0.137 -0.057 0.121 -0.568
H 4.207258 -0.241606 -2.678269 0.003 0.022 0.015 0.241
H 5.359277 1.351177 -1.129756 -0.034 -0.024 -0.005 0.239
H 4.228026 2.005559 0.981371 0.015 0.002 -0.046 0.237
H 1.929547 -1.026895 -2.078575 -0.044 0.003 0.005 0.214
H 3.578429 1.279423 2.988698 -0.033 0.007 0.029 0.238
H 2.344761 1.655313 5.110183 -0.015 0.001 -0.016 0.239
H -0.162986 1.681167 5.068803 0.036 -0.010 0.004 0.246
H -1.294661 1.292521 2.909698 -0.054 -0.074 0.012 0.221
C -1.477022 1.223381 -3.827935 -0.064 0.046 -0.169 -0.434
C -1.850135 -0.249479 -4.131946 -0.060 0.041 -0.095 -0.435
C -0.935501 -1.067015 -3.230161 0.132 0.100 0.187 -0.067
O -0.555161 -0.154921 -2.173316 0.049 -0.047 0.335 -0.610
C -0.355217 1.129489 -2.805988 0.073 -0.264 0.125 -0.067
H -2.334488 1.754864 -3.417767 0.018 0.007 0.032 0.217
H -1.157483 1.769652 -4.712993 0.004 -0.040 -0.016 0.239
H -1.707177 -0.516960 -5.176877 0.029 0.053 0.004 0.239
H -2.897926 -0.430670 -3.897640 0.009 -0.026 0.024 0.219
H -0.023370 -1.388748 -3.737073 -0.010 0.005 -0.095 0.190
H -1.391516 -1.937998 -2.764781 -0.062 -0.022 -0.011 0.212
H 0.638587 1.129742 -3.258514 0.000 0.021 -0.122 0.192
H -0.370820 1.893320 -2.030215 -0.077 0.039 0.024 0.203
```
Forces are in eV/Å.